{"formula": "C19H19N3O2", "method": "wB97M-V/def2-TZVPD", "relative_energy_ev": 0.000, "smiles": "CC(=O)Nc1cccc(NC(=O)c2ccc3[nH]c(C)c(C)c3c2)c1", "max_force_ev_per_a": 0.62, "lumo_ha": 0.02804, "orbital_gap_ha": 0.318, "homo_energy_ev": -7.90, "elements": ["H", "H", "H", "H", "H", "H", "H", "C", "C", "O", "C", "H", "H", "C", "H", "C", "C", "O", "C", "C", "C", "H", "H", "C", "C", "C", "C", "C", "H", "C", "C", "H", "C", "C", "N", "H", "H", "H", "H", "N", "C", "H", "N"], "coordinates": [[-0.373, -3.838, 6.458], [-1.896, -0.598, 0.102], [-0.861, -5.284, 5.569], [2.497, -4.648, 4.345], [0.852, -4.937, 5.820], [-2.747, 6.813, -2.758], [3.021, -3.123, 3.621], [0.385, -2.678, 2.416], [-1.555, 5.045, -2.872], [-2.001, 4.568, -1.854], [-0.976, -2.447, 2.738], [1.917, -0.136, -3.171], [-0.520, 0.802, -0.568], [0.929, -3.492, 3.460], [-0.914, 2.695, -1.664], [-1.999, 6.388, -3.420], [0.097, -1.361, 0.439], [1.609, -1.366, -1.387], [-1.254, -1.155, 0.770], [-0.084, -3.719, 4.349], [1.397, 0.802, -3.265], [1.163, 3.491, -5.308], [-2.429, 6.266, -4.413], [0.706, -0.804, -0.800], [0.969, 2.846, -4.463], [-0.199, 2.396, -2.412], [2.341, -3.968, 3.512], [0.044, 3.229, -3.493], [2.348, 1.347, -5.093], [0.911, -2.136, 1.250], [-0.116, -4.490, 5.622], [1.939, -2.299, 0.964], [-1.802, -1.695, 1.912], [0.475, 1.182, -2.294], [-1.229, -3.087, 3.911], [-1.152, 7.068, -3.485], [-0.327, 4.965, -4.486], [-2.113, -3.108, 4.391], [2.596, -4.484, 2.587], [-0.608, 4.458, -3.658], [1.633, 1.640, -4.339], [-2.844, -1.544, 2.154], [0.171, 0.397, -1.185]]}

{"formula": "C5H6O", "method": "wB97M-V/def2-TZVPD", "relative_energy_ev": 6.031, "max_force_ev_per_a": 5.70, "lumo_ha": [0.02062, 0.02071], "orbital_gap_ha": [0.320, 0.320], "homo_energy_ev": [-8.15, -8.16], "elements": ["H", "C", "C", "O", "H", "H", "C", "H", "C", "H", "H", "C"], "coordinates": [[-1.379, 0.271, -1.788], [1.435, -0.412, 0.394], [-0.296, 0.650, -1.551], [1.206, 0.955, 0.492], [0.397, 0.162, -2.166], [-1.866, 0.338, 0.972], [-0.311, -1.094, 1.694], [-0.260, 1.804, -1.676], [0.116, 0.158, -0.067], [2.338, -0.872, 0.149], [-0.533, -1.807, 2.546], [-0.846, -0.152, 1.001]]}

{"formula": "C5H9NO2", "method": "wB97M-V/def2-TZVPD", "relative_energy_ev": 1.043, "smiles": "CC[C@H](C=O)NC=O", "max_force_ev_per_a": 2.19, "lumo_ha": 0.02766, "orbital_gap_ha": 0.386, "homo_energy_ev": -9.75, "elements": ["C", "H", "N", "C", "C", "H", "C", "H", "C", "H", "H", "O", "H", "H", "H", "O", "H"], "coordinates": [[-2.086, 0.902, -0.115], [1.323, -0.364, -2.072], [1.259, -0.730, 0.620], [-1.043, -0.032, 0.484], [0.353, 0.116, -0.162], [2.934, -1.040, 1.677], [2.496, -0.309, 0.978], [-0.995, 0.003, 1.567], [0.327, -0.372, -1.611], [-1.757, 1.912, -0.380], [0.804, -1.507, 1.074], [3.002, 0.710, 0.567], [-2.603, 0.508, -0.991], [0.710, 1.146, -0.194], [-1.313, -1.012, 0.063], [-0.550, -0.985, -2.145], [-2.862, 1.053, 0.641]]}